{"formula": "C32H29F6N5O6PPdS2Se2", "method": "wB97M-V/def2-TZVPD", "spin_multiplicity": 5, "gap_ha": [0.2990, 0.1851], "e_lumo_ev": [-8.3, -11.4], "energy_ev": -234799.7826, "total_charge": 3, "species": ["Pd", "Se", "Se", "C", "C", "C", "C", "C", "N", "C", "C", "C", "C", "C", "N", "H", "H", "H", "H", "H", "H", "H", "H", "F", "C", "F", "F", "S", "O", "O", "N", "S", "O", "O", "C", "F", "F", "F", "O", "P", "C", "C", "C", "C", "C", "C", "C", "C", "C", "C", "C", "C", "C", "C", "C", "C", "C", "C", "H", "H", "H", "H", "H", "H", "H", "H", "H", "H", "H", "H", "H", "H", "H", "C", "N", "C", "N", "O", "H", "H", "H", "H", "H", "H"], "xyz": [[1.7562, -0.4180, -0.9197], [0.7117, -3.7048, -2.4754], [-0.4855, -2.0532, -1.3370], [0.1761, -2.5114, 0.4152], [-0.3250, -3.4965, 1.2345], [0.2631, -3.6276, 2.4892], [1.2889, -2.7716, 2.8539], [1.7135, -1.7963, 1.9632], [1.1586, -1.6867, 0.7574], [1.4921, -2.7042, -3.8863], [1.6020, -3.3656, -5.1071], [2.2447, -2.6902, -6.1367], [2.7614, -1.4351, -5.8790], [2.6121, -0.8772, -4.6037], [1.9770, -1.4944, -3.6176], [-1.1390, -4.1333, 0.9172], [-0.0851, -4.3899, 3.1736], [1.7629, -2.8495, 3.8224], [2.5010, -1.0945, 2.2009], [1.1944, -4.3574, -5.2543], [2.3442, -3.1468, -7.1120], [3.2904, -0.8818, -6.6432], [3.0333, 0.0912, -4.3700], [-0.0280, 0.7205, -3.1361], [0.5119, 1.9271, -3.3222], [1.0833, 1.9656, -4.5115], [-0.4353, 2.8386, -3.2370], [1.8186, 2.2746, -2.0519], [2.8592, 1.2504, -2.2084], [2.1468, 3.6432, -2.2027], [0.9477, 1.9033, -0.7448], [1.6074, 1.9765, 0.7168], [2.6073, 0.9033, 0.7859], [0.5835, 2.0077, 1.7084], [2.5689, 3.5611, 0.9079], [3.6652, 3.5035, 0.1774], [2.8764, 3.6633, 2.1841], [1.8023, 4.5689, 0.5368], [-1.3891, -0.1699, 0.2269], [-2.4884, 0.3067, 1.1249], [-4.1162, 0.3517, 0.3850], [-4.2364, -0.0268, -0.9574], [-5.4652, 0.0593, -1.5847], [-6.5687, 0.5483, -0.8869], [-6.4487, 0.9558, 0.4377], [-5.2254, 0.8662, 1.0755], [-2.5040, -0.4123, 2.7536], [-1.3083, -0.3329, 3.4778], [-1.2526, -0.8437, 4.7632], [-2.3779, -1.4411, 5.3235], [-3.5588, -1.5327, 4.6010], [-3.6280, -1.0158, 3.3144], [-2.3643, 2.1229, 1.3354], [-2.6666, 2.7831, 2.5444], [-2.5417, 4.1414, 2.6069], [-2.1600, 4.8761, 1.4439], [-1.8855, 4.2343, 0.2284], [-2.0066, 2.8748, 0.1628], [-3.3675, -0.3934, -1.4884], [-5.5755, -0.2507, -2.6149], [-7.5280, 0.6149, -1.3829], [-7.3087, 1.3412, 0.9679], [-5.1338, 1.1891, 2.1058], [-0.4415, 0.1521, 3.0418], [-0.3391, -0.7659, 5.3390], [-2.3341, -1.8329, 6.3313], [-4.4286, -2.0037, 5.0387], [-4.5474, -1.1075, 2.7508], [-2.9422, 2.2073, 3.4190], [-2.7207, 4.6741, 3.5316], [-2.0951, 5.9556, 1.5053], [-1.5990, 4.8144, -0.6379], [-1.8135, 2.3366, -0.7565], [6.4263, -0.5446, -0.4767], [4.9962, -0.7438, -0.6952], [4.4168, -1.9335, -0.8650], [5.1812, -3.0312, -0.8208], [3.1649, -2.0702, -1.0615], [6.6109, 0.5208, -0.3795], [7.0109, -0.9095, -1.3220], [6.7544, -1.0300, 0.4429], [4.4118, 0.0716, -0.7703], [6.1799, -2.9908, -0.7161], [4.7497, -3.9284, -0.9509]], "forces_ev_per_angstrom": [[0.9, -0.3, 0.6], [0.0, 0.0, 0.0], [-0.1, 0.0, -0.1], [-0.1, 0.0, 0.0], [0.0, 0.0, -0.1], [0.0, 0.0, 0.0], [0.0, 0.0, 0.0], [0.0, -0.1, -0.1], [-0.2, 0.1, 0.0], [0.1, -0.1, 0.0], [0.0, 0.0, 0.0], [0.0, 0.0, 0.0], [0.0, 0.0, 0.0], [0.0, -0.1, 0.0], [-0.3, 0.1, 0.0], [0.0, 0.0, 0.0], [0.0, 0.0, 0.0], [0.0, 0.0, 0.0], [0.0, 0.0, 0.0], [0.0, 0.0, 0.0], [0.0, 0.0, 0.0], [0.0, 0.0, 0.0], [0.0, 0.0, 0.0], [-0.1, -0.1, 0.0], [0.1, 0.0, 0.0], [0.0, 0.0, 0.0], [-0.1, 0.1, 0.1], [-0.2, -0.1, 0.1], [-0.4, 0.0, -0.2], [0.2, 0.0, 0.0], [0.0, 0.2, 0.0], [-0.1, -0.1, -0.2], [0.1, 0.0, 0.0], [-0.1, 0.0, 0.1], [0.0, 0.0, 0.1], [0.0, 0.0, 0.0], [0.0, 0.0, 0.0], [0.0, 0.0, 0.0], [-0.1, -0.1, -0.2], [0.0, 0.2, 0.1], [0.1, 0.0, -0.1], [0.0, 0.0, 0.0], [0.0, 0.0, 0.0], [0.0, 0.0, 0.0], [0.0, 0.0, 0.0], [0.0, 0.0, 0.0], [0.1, 0.0, 0.0], [-0.1, 0.0, 0.1], [0.0, 0.0, 0.0], [0.0, 0.0, 0.0], [0.0, 0.0, 0.0], [0.0, -0.1, 0.0], [0.1, -0.1, 0.0], [0.0, 0.0, 0.0], [0.0, 0.0, 0.0], [0.0, 0.0, 0.0], [0.0, 0.0, 0.1], [0.0, 0.0, 0.0], [0.0, 0.0, 0.0], [0.0, 0.0, 0.0], [0.0, 0.0, 0.0], [0.0, 0.0, 0.0], [0.0, 0.0, 0.0], [0.0, 0.0, 0.0], [0.0, 0.0, 0.0], [0.0, 0.0, 0.0], [0.0, 0.0, 0.0], [0.0, 0.0, 0.0], [0.0, 0.0, 0.0], [0.0, 0.0, 0.0], [0.0, 0.0, 0.0], [0.0, 0.0, 0.0], [0.0, 0.0, 0.0], [0.0, 0.0, 0.0], [0.1, -0.1, 0.0], [0.0, 0.0, 0.0], [0.0, 0.0, 0.0], [0.1, 0.2, 0.0], [0.0, 0.0, 0.0], [0.0, 0.0, 0.0], [0.0, 0.0, 0.0], [0.0, 0.0, 0.0], [0.0, 0.0, 0.0], [0.0, 0.0, 0.0]]}


{"formula": "C32H29IrN3P2S7Sb", "method": "wB97M-V/def2-TZVPD", "gap_ha": [0.1724, 0.1723], "e_lumo_ev": [2.7, 2.7], "energy_ev": -141929.9438, "total_charge": -2, "e_above_lowest_kcal_mol": 55.60, "species": ["Ir", "C", "S", "C", "C", "C", "N", "P", "C", "C", "C", "C", "C", "C", "C", "C", "C", "C", "C", "C", "P", "C", "C", "C", "C", "C", "C", "C", "C", "C", "C", "C", "C", "H", "H", "H", "H", "H", "H", "H", "H", "H", "H", "H", "H", "H", "H", "H", "H", "H", "H", "H", "H", "H", "H", "H", "H", "H", "H", "H", "H", "H", "S", "Sb", "S", "S", "S", "S", "C", "C", "N", "C", "S", "C", "N"], "xyz": [[2.0703, 1.1334, 1.0576], [-4.7006, -1.0159, -1.2932], [-4.3005, -0.0956, -2.7955], [-2.7181, -0.8576, -3.2696], [-1.4774, -0.1276, -2.7723], [-1.3586, -0.1813, -1.2547], [-0.1515, 0.4310, -0.7484], [-0.0435, 1.4323, 0.6265], [-0.9662, 2.9530, 0.2304], [-1.1574, 3.3540, -1.0893], [-1.7517, 4.5737, -1.3772], [-2.1420, 5.4160, -0.3454], [-1.9373, 5.0322, 0.9737], [-1.3547, 3.8081, 1.2627], [-1.1596, 0.6708, 1.8728], [-0.5958, -0.1878, 2.8149], [-1.3924, -0.8363, 3.7466], [-2.7649, -0.6390, 3.7443], [-3.3397, 0.2089, 2.8075], [-2.5410, 0.8629, 1.8810], [1.4895, -0.1972, -0.6301], [2.0905, 0.0551, -2.3458], [1.9278, 1.3289, -2.8924], [2.3706, 1.6083, -4.1735], [2.9990, 0.6195, -4.9229], [3.1901, -0.6393, -4.3756], [2.7420, -0.9216, -3.0906], [1.2969, -1.9840, -0.4934], [0.6057, -2.7125, -1.4302], [0.3438, -4.0820, -1.2752], [0.7198, -4.7313, -0.0925], [1.4847, -4.0965, 0.8455], [2.0269, -2.7335, 0.5809], [-5.6477, -0.6231, -0.9265], [-3.9478, -0.8833, -0.5189], [-4.8206, -2.0766, -1.5100], [-2.7196, -0.9091, -4.3589], [-2.7303, -1.8864, -2.9002], [-1.5027, 0.9165, -3.0945], [-0.5973, -0.5729, -3.2458], [-1.4460, -1.2196, -0.9062], [-2.2056, 0.3659, -0.8295], [-0.8402, 2.7000, -1.8923], [-1.9070, 4.8670, -2.4085], [-2.6012, 6.3714, -0.5684], [-2.2270, 5.6895, 1.7839], [-1.1908, 3.5188, 2.2946], [0.4811, -0.3252, 2.8152], [-0.9328, -1.4823, 4.4830], [-3.3855, -1.1345, 4.4807], [-4.4108, 0.3730, 2.8061], [-2.9990, 1.5396, 1.1683], [1.4669, 2.1027, -2.2893], [2.2389, 2.6019, -4.5844], [3.3491, 0.8364, -5.9249], [3.6957, -1.4098, -4.9442], [2.9050, -1.9039, -2.6652], [0.2152, -2.2173, -2.3117], [-0.2316, -4.6060, -2.0273], [0.3883, -5.7463, 0.0938], [1.6771, -4.5419, 1.8130], [2.1459, -2.1541, 1.4975], [5.9237, -5.9271, -0.6905], [4.2693, -5.1363, 0.6256], [3.7264, -2.8430, -0.1941], [3.8540, 0.0527, 2.0970], [4.3277, -5.5600, 2.8444], [1.9811, 2.9872, 2.5709], [1.8510, 2.2060, 4.1177], [0.6276, 2.4656, 4.8233], [-0.3763, 2.6648, 5.3534], [2.7934, 1.3859, 4.6573], [4.3275, 1.1085, 3.8561], [2.5666, 0.7407, 5.9099], [2.4036, 0.2153, 6.9229]], "forces_ev_per_angstrom": [[0.0, -0.1, 0.3], [0.0, 0.0, 0.0], [0.0, 0.0, 0.0], [0.0, 0.0, 0.0], [0.0, 0.0, 0.0], [-0.1, 0.0, 0.0], [0.2, 0.2, 0.1], [-0.1, -0.2, -0.2], [0.1, 0.1, -0.1], [0.0, -0.1, 0.0], [0.0, 0.0, 0.0], [0.0, 0.0, 0.0], [0.0, 0.0, 0.0], [0.0, 0.0, 0.0], [0.0, 0.0, 0.0], [0.0, 0.0, 0.0], [0.0, 0.0, 0.0], [0.0, 0.0, 0.0], [0.0, 0.0, 0.0], [0.0, 0.0, 0.0], [-0.3, -0.3, 0.1], [0.0, 0.1, 0.0], [0.0, 0.0, 0.0], [0.0, 0.0, 0.0], [0.0, 0.0, 0.0], [0.0, 0.0, 0.0], [-0.1, 0.0, 0.0], [0.1, 0.3, -0.1], [0.0, 0.0, 0.2], [0.0, -0.3, 0.1], [-0.3, 0.0, -0.6], [0.8, -0.4, 0.4], [0.1, 0.0, -0.2], [0.0, 0.0, 0.0], [0.0, 0.0, 0.0], [0.0, 0.0, 0.0], [0.0, 0.0, 0.0], [0.0, 0.0, 0.0], [0.0, 0.0, 0.0], [0.0, 0.0, 0.0], [0.0, 0.0, 0.0], [0.0, 0.0, 0.0], [0.0, 0.0, 0.0], [0.0, 0.0, 0.0], [0.0, 0.0, 0.0], [0.0, 0.0, 0.0], [0.0, 0.0, 0.0], [0.0, 0.0, 0.0], [0.0, 0.0, 0.0], [0.0, 0.0, 0.0], [0.0, 0.0, 0.0], [0.0, 0.0, 0.0], [0.0, 0.0, 0.0], [0.0, 0.0, 0.0], [0.0, 0.0, 0.0], [0.0, 0.0, 0.0], [0.0, 0.0, 0.0], [0.0, 0.0, 0.0], [0.0, 0.0, 0.0], [0.0, 0.0, 0.0], [-0.2, 0.1, 0.1], [0.1, 0.0, 0.0], [-0.4, 0.0, 0.1], [-0.1, 0.6, 0.3], [0.1, -0.3, 0.2], [0.0, 0.0, -0.2], [0.0, -0.1, -0.3], [0.0, 0.0, 0.0], [0.2, 0.1, -0.1], [-0.2, -0.2, 0.2], [0.1, 0.1, 0.0], [0.0, 0.1, -0.1], [0.0, 0.0, 0.0], [0.0, -0.1, 0.1], [0.0, 0.0, 0.0]]}